91
Properties=species:S:1:pos:R:3:mulliken_spin:R:1 method="wB97M-V/def2-TZVPD" total_charge=-2 e_tot_ha=-10584.2766 multiplicity=2 de_lowest_kcal_mol=65.9 lumo_energy_ev="3.48 / 3.48" largest_force_ha_per_bohr=0.0187 homo_lumo_gap_ev="3.47 / 5.98" s2=0.78
O 0.905 1.991 0.711 -0.0280
C -0.198 -3.401 -2.704 0.0033
H 2.151 6.315 -2.205 0.0000
H -1.356 -3.036 2.975 -0.0063
Ti -0.374 1.715 -0.506 0.0665
C 1.907 0.939 4.081 -0.0125
C 1.780 2.172 4.668 0.0003
H -4.707 0.639 3.438 0.0001
C -2.421 1.416 -2.626 0.0014
C 1.358 6.175 -2.928 0.0000
O -1.556 1.216 1.301 0.0083
C 1.278 3.214 2.698 -0.0104
H -2.104 0.601 5.165 -0.0003
C -0.350 4.802 -3.866 0.0008
H -2.910 -3.322 2.201 -0.0004
H 2.342 0.051 5.963 0.0005
H -3.510 1.533 -2.708 0.0000
C -4.374 -0.118 2.725 0.0002
H -0.913 3.881 -3.890 -0.0003
H -0.906 -0.692 4.986 -0.0038
O 0.158 2.899 -1.910 0.0027
N 1.502 3.306 4.015 0.1448
C 2.368 -0.224 4.907 0.0086
H 2.164 -5.173 0.800 -0.0026
H -5.225 -0.754 2.475 0.0000
H -2.147 0.442 -3.054 0.0001
I 3.835 -0.176 -1.926 0.0035
H -1.951 2.188 -3.249 -0.0005
H 1.914 -3.109 -5.922 -0.0001
C 1.032 4.509 1.975 -0.0133
H 1.309 5.329 2.636 0.0012
C -1.854 2.427 1.471 -0.0060
F 0.924 -6.751 -4.910 0.0001
N 1.121 7.173 -3.778 0.0000
C 1.701 0.807 2.676 -0.0505
C 3.637 -3.156 -1.476 -0.0555
H 1.616 4.548 1.056 -0.0029
H -4.249 -1.591 5.752 0.0000
H -4.671 -2.807 4.539 0.0000
N 2.279 -0.581 0.760 0.1616
H -2.450 2.697 2.361 -0.0037
F 1.968 -5.529 -6.361 0.0001
H -0.451 -5.458 -3.241 0.0000
O -2.021 1.511 -1.302 -0.0001
C 1.978 -0.439 2.044 0.4487
H -3.833 -1.583 0.530 -0.0001
Se -1.351 -1.980 0.718 -0.0051
C 0.129 -0.039 -1.496 0.0137
C -1.616 -0.062 4.448 -0.0102
H -2.930 -0.534 -0.591 -0.0012
H 2.042 -1.305 2.710 0.0788
C 2.507 -4.263 0.319 -0.0465
H -4.022 0.382 1.824 0.0001
C 0.976 3.919 -1.891 0.0009
C 0.649 4.979 -2.922 0.0012
H -3.211 -2.256 -0.995 0.0004
C 1.287 1.999 2.003 0.0410
H 1.588 -1.130 -4.467 0.0010
C 1.136 -2.079 -4.214 0.0122
H -0.765 -3.474 -1.785 -0.0029
O -1.502 3.327 0.681 -0.0019
Br -1.925 5.673 -6.091 0.0000
C 0.869 -5.580 -5.580 -0.0008
H 3.520 -5.297 -1.283 0.0142
H 1.704 -1.089 4.771 0.0057
C 0.740 -4.401 -4.676 0.0044
H -0.014 4.612 1.689 0.0019
C -0.583 5.835 -4.753 0.0001
C 0.156 7.001 -4.679 0.0000
C -0.017 -4.505 -3.514 0.0042
C 0.373 -2.167 -3.042 -0.0154
C 3.290 -1.936 -0.934 0.0737
F -0.183 -5.700 -6.435 0.0002
O 1.925 4.087 -1.161 -0.0016
H -3.143 -2.931 5.422 -0.0001
H 3.819 -0.598 3.678 0.0011
C -3.845 -2.231 4.964 0.0001
H 4.200 -3.187 -2.400 -0.0037
C 1.315 -3.184 -5.024 -0.0031
C 2.172 -3.041 0.871 0.1037
C -3.022 -1.543 -0.194 0.0032
C 0.195 -1.023 -2.211 0.0010
H 1.558 -3.008 1.761 0.0286
Ge -2.941 -1.166 3.551 -0.0095
H -1.061 0.537 3.728 0.0191
H -0.031 7.821 -5.363 0.0000
C 3.255 -4.340 -0.849 0.1115
O 3.718 -0.618 4.638 0.0062
C -2.159 -2.557 2.410 0.0025
H 1.937 2.271 5.740 0.0002
C 2.565 -1.814 0.278 -0.0847